1.
Molecular formula: C78H181N11O18
Method: DFT, wB97M-V/def2-TZVPD

The highest occupied orbital energy is -0.2974 Ha. Its charge is 0. As for the LUMO energy: 0.418 eV. The gap between HOMO and LUMO comes out at 0.3128 hartree. As for the SMILES: CC1(C)CCCC(C)(C)N1O.CC1(C)CCCC(C)(C)N1O.CC1(C)CCCC(C)(C)N1O.CC1(C)CCCC(C)(C)N1O.COCCNCCOC.COCCNCCOC.COCCNCCOC.COCCNCCOC.COCCNCCOC.COCCNCCOC.COCCNCCOC. The strongest force on any atom is 5.4 eV Å⁻¹. Its energy relative to the best compared isomer or geometry (same formula, charge and spin) is 4.697 eV. Its energy is -5036.3827 hartree.

Cartesian coordinates (Å):
C (13.1748, 2.8940, 4.7098)
H (-1.1359, 4.1182, -10.2865)
N (-1.4595, 4.0680, -5.3826)
C (-4.9428, -8.4698, 4.9794)
H (13.2553, 5.4164, 4.1439)
H (12.6745, 4.5253, 2.7555)
H (-6.3684, -10.1108, 2.9500)
C (1.3094, -5.1325, 0.1139)
C (9.1321, 6.6352, 2.4074)
O (5.8751, 0.8207, -7.4948)
H (6.5653, 5.5127, -4.2990)
H (1.3491, -4.4510, -2.5065)
H (-2.7023, 4.5684, -0.2010)
H (-1.5014, 2.6533, -8.3998)
H (-1.1895, 5.8608, -3.3515)
H (-0.7369, -1.1960, -4.5295)
H (7.6435, 7.9095, -4.1333)
H (4.9823, -0.5736, -6.3445)
H (4.4351, 8.0486, -0.4726)
H (-8.8286, 6.9290, 7.7142)
C (6.8141, 8.2530, -4.7515)
C (11.1909, 6.0069, 3.4510)
H (-0.8012, 1.2347, -1.0972)
C (-1.2718, 4.2409, 2.8928)
O (0.1819, -0.7809, 5.3382)
C (-3.1389, 5.2760, 4.0477)
O (-2.9470, -4.1142, -2.9553)
H (11.8163, 6.8510, 3.1602)
O (-0.8985, 4.6299, -8.2743)
H (-1.9737, -0.9288, -0.5642)
H (1.5319, -1.8477, 3.6057)
H (14.1004, 3.2867, 5.1308)
C (-1.1364, -1.0675, 0.1196)
H (-5.0970, -8.9166, -2.5517)
H (-5.8235, -7.0786, -3.8505)
H (-5.7138, 4.8389, 5.3767)
H (-7.0325, 3.4413, 1.0336)
H (-6.9430, -0.3410, -2.4767)
O (7.5155, 4.8951, 2.2077)
H (-1.8217, -6.4062, -4.5985)
H (-3.4408, -4.6947, 1.5049)
H (-0.6004, -0.5944, 7.2675)
H (-5.5148, -6.6344, 5.7700)
H (4.5722, 1.4651, -4.9686)
H (5.5895, 6.7486, -0.7368)
H (-9.5474, 7.2339, 6.1478)
H (0.2751, -0.2779, 1.2494)
H (-0.7514, 4.1854, -2.9523)
H (6.6601, 9.3208, -4.5958)
C (-2.3212, -9.3328, 3.6775)
H (-4.4985, -4.3818, -0.5937)
H (-3.5953, -11.5270, 2.8124)
H (7.5069, -5.1777, 1.7472)
H (-5.1751, -0.6266, 2.3353)
C (-7.3097, 6.2582, 5.6346)
H (10.6675, 6.3796, 4.3315)
H (-6.2119, -4.7934, -0.6848)
H (2.0612, 3.6886, 2.1751)
H (-2.3898, 2.4611, -6.2521)
C (-5.6562, -6.7626, -2.8208)
H (-6.8275, -4.5549, -3.2155)
H (-1.4619, -1.5949, 5.9835)
H (2.5484, -0.7206, 1.2267)
H (6.3780, -3.9106, 1.4782)
H (1.7042, 0.9836, 3.0020)
O (-5.7461, 1.6548, -1.6066)
H (0.9217, 3.0106, -0.7487)
O (4.8797, 9.0965, -2.8846)
H (3.6236, -7.7538, 2.2766)
H (2.6623, -0.0449, -5.3763)
C (3.8042, -1.8179, 2.6270)
H (9.6300, 4.8417, 2.8507)
C (-3.6301, -10.7345, 2.0649)
H (-6.5255, -6.8702, -2.1721)
H (-2.2601, -1.3146, 1.9558)
H (-3.1571, -6.6075, -0.4471)
H (-2.9862, 3.4813, -3.9581)
H (-3.5562, 0.8463, 1.3683)
C (-4.9507, -5.3957, -2.5124)
C (5.1382, -6.3150, 1.9726)
H (1.0473, -5.8864, -0.6284)
H (-5.0581, -2.0331, -1.2427)
H (-6.8859, -9.4099, 5.4608)
O (-2.3269, 5.2172, -1.9640)
H (-3.3653, 4.5324, 4.8118)
N (-3.5576, -5.3947, -2.9593)
H (7.2653, 0.4575, -8.9349)
H (5.7505, -2.7959, 4.0335)
O (-6.0362, -9.2102, 2.9415)
H (-2.5497, -8.0355, 1.4897)
H (6.3722, 3.2233, 1.7743)
C (4.6226, 5.1567, -4.2143)
H (4.7084, -5.4836, 2.5314)
N (-4.9231, -9.3100, 3.6883)
H (4.9041, 7.9679, -6.4950)
C (4.4434, 8.0551, -5.5110)
H (-6.7260, -0.7177, 3.0041)
H (-3.0906, 6.7711, 5.6109)
C (-3.5717, -8.3932, 5.7344)
H (-2.7511, -8.5732, -2.2716)
H (5.7391, 5.6457, -5.7768)
C (2.4646, -1.4614, 2.0218)
N (-6.1026, 1.1106, -0.3759)
H (-0.0409, 1.8615, -4.1459)
H (-6.5574, -1.8928, 0.9864)
H (2.4861, 8.1224, -2.2605)
H (-3.8220, 5.0449, 3.2303)
H (5.6046, 4.7508, 1.4779)
H (-0.1403, 2.8291, -7.4064)
H (4.7885, -4.1330, 4.7576)
C (-5.9082, -9.2506, 5.9153)
H (7.0531, 8.1238, -5.8071)
C (4.5481, 7.0408, -0.8722)
H (-5.4723, 6.0241, 6.6481)
H (4.8693, 4.1087, -4.3849)
H (-6.1717, -6.9486, 4.0934)
H (-5.2723, 7.7862, 4.9260)
O (0.7760, 0.0510, -3.7009)
C (0.0270, 1.0312, -0.4184)
C (1.4626, 0.1253, 3.6291)
H (2.6691, -4.9608, 1.7087)
H (-3.6073, 1.9388, -0.0690)
C (-6.8123, -0.8372, 0.8924)
H (-8.1465, 0.0287, -1.3783)
H (-2.7187, -10.7616, 1.4676)
H (-5.6708, -4.5525, -4.4972)
C (6.7678, -4.8238, 1.0284)
H (0.0783, -3.6537, -1.6846)
H (4.3934, -2.4933, 5.1925)
H (13.5762, 2.5340, 3.7625)
H (-0.6111, 0.3470, 3.7678)
C (-6.1821, 1.2505, 2.0683)
H (-7.9016, -0.8739, 0.8787)
H (5.6815, 9.3712, -2.4336)
C (-6.1959, -0.2904, 2.1530)
O (-2.4112, -3.0189, 0.8085)
C (1.1655, -3.6814, -1.7567)
H (5.6346, -0.0504, -9.3592)
H (-1.6581, 0.1428, 6.0458)
O (1.9935, 2.1181, 0.7308)
H (-4.2347, -0.4672, -1.3057)
N (-0.4634, 0.1287, 0.6931)
H (-0.7360, -7.3078, -3.4204)
H (6.7130, -1.0197, -8.1730)
H (-2.2336, -7.2842, 4.3813)
C (2.6441, 3.3866, 1.3050)
H (-7.6554, 6.3868, 4.6089)
H (-0.9617, -5.5320, -3.3024)
C (-2.5497, 4.1281, -1.1863)
H (2.4186, 7.1293, -3.7359)
H (2.7831, 4.1369, 0.5267)
H (-5.0581, -5.9497, -0.3368)
H (12.8535, 2.1669, 5.4556)
H (2.3043, -0.0116, 4.3079)
H (1.4377, -2.7329, -2.2198)
H (-1.4569, -7.1040, -0.8037)
N (5.0987, 7.7661, -3.1360)
H (4.6338, -8.0776, 0.8728)
C (0.7898, 2.3277, 0.0906)
C (-5.3036, -6.9628, 4.7524)
C (-5.9658, 3.3685, 0.8219)
H (7.2606, -4.4687, 0.1233)
H (-3.2859, 7.3653, 3.9473)
H (-1.7626, 3.3847, -1.0606)
H (-1.3075, -8.2684, 5.3172)
H (-3.5299, 2.5993, 1.4797)
H (-4.8300, -7.9400, -1.1834)
C (-3.3472, -7.8296, -2.8005)
C (-1.4228, -6.4779, -3.5867)
H (9.4328, 7.6229, 2.0578)
C (6.3797, -0.0583, -8.5636)
C (-0.9527, -0.6656, 6.2385)
C (-5.2136, -5.0978, -0.9989)
C (-2.6404, -6.4986, -2.5845)
C (-7.2937, -0.6410, -1.4892)
H (5.4505, 4.9831, -2.3061)
H (0.8329, 0.4810, -0.9041)
H (0.2847, 1.2131, 5.0814)
H (-5.6038, -10.2661, 6.1686)
H (3.5924, 3.1051, 1.7629)
C (4.1144, -7.2912, 1.4203)
H (-0.9608, 3.3645, 3.4615)
H (-9.0801, 8.5980, 7.1173)
H (-7.6979, 5.3681, 6.1297)
O (3.7501, -3.0326, 3.3190)
C (-3.9715, 1.7598, 0.9427)
C (2.2197, -5.7565, 1.1145)
H (-2.5807, -3.8492, 2.7232)
H (-3.4450, -9.3205, 6.2932)
C (-6.2081, -0.3419, -0.4239)
H (-4.4243, -10.8493, 1.3272)
H (-5.3896, 3.9932, 1.5045)
C (-8.7858, 7.5846, 6.8444)
C (5.7122, 6.0174, -4.7525)
H (0.1621, 0.8993, -5.5438)
C (4.7653, -3.1123, 4.3760)
C (-1.6243, -1.9457, 1.3349)
H (-4.1256, -7.3628, 2.1497)
H (1.8337, 2.7726, -5.3981)
C (-3.1830, -3.6866, 1.8294)
H (-3.2951, -8.1538, -3.8398)
C (5.4704, 7.5332, -4.5097)
H (-0.2499, 4.5000, 2.6158)
H (-0.8594, -2.4289, 1.9429)
C (-4.9359, -1.0762, -0.7352)
N (1.3854, -1.1331, 2.9071)
H (-3.1471, 5.1704, -4.4899)
H (0.4187, -4.9507, 0.7153)
C (7.9628, 6.0928, 1.5821)
H (-7.6182, -1.6816, -1.4881)
H (7.1327, 6.7933, 1.4909)
C (2.7320, 7.1522, -2.6922)
H (-5.4082, -3.4604, -3.1671)
H (0.1608, 2.8641, 0.8011)
H (3.9242, 2.3439, -6.3960)
H (5.9246, -6.8435, 2.5113)
H (-0.4184, -1.7500, -0.3351)
C (12.3693, 4.9519, 3.7110)
N (3.1826, -6.6205, 0.4923)
C (-1.0638, 3.3413, -7.6764)
H (-5.7745, 3.8152, -0.1538)
H (3.8399, -5.9749, 0.0786)
C (-5.5469, 1.8644, 0.8089)
C (4.7566, 0.3181, -6.9293)
H (-3.4224, 3.5664, -1.5195)
H (8.8109, 7.0245, 3.3735)
H (4.1873, 9.1042, -5.3625)
O (12.1206, 3.8843, 4.5897)
H (3.6491, 4.8009, -2.4169)
C (4.1967, 6.8515, -2.4024)
H (-5.7335, 1.5732, 3.0079)
H (-1.4868, -9.1360, 3.0043)
H (-2.8937, 4.1491, -6.7699)
H (-3.9946, -8.6260, 0.8751)
C (-4.8335, -7.8964, -2.2726)
C (4.0730, 1.3685, -5.9327)
N (-5.0789, 6.8150, 4.7273)
H (2.1621, -2.3808, 1.5205)
H (-0.1422, -1.5197, -2.8734)
C (0.2274, 0.3169, 4.4636)
H (2.1121, 6.4540, -2.1298)
H (-3.5507, -7.5736, 6.4527)
H (-0.1864, 5.5910, -9.8351)
C (-2.0785, 3.4724, -6.5139)
H (-4.3922, -1.3265, 0.1758)
H (-7.1971, 1.6473, 2.0863)
C (-0.3940, 4.5446, -9.6114)
H (8.2809, 5.9399, 0.5508)
H (-6.5146, 2.1308, -1.9297)
H (-1.8397, 3.9575, 2.0066)
C (-2.2790, -6.4399, -1.0706)
C (-2.2572, -8.2971, 4.7832)
H (1.5998, -6.2674, 1.8512)
H (0.5329, 3.9777, -9.6985)
C (-3.5744, -8.2367, 1.8024)
H (-1.2287, -0.0721, -3.3087)
H (-2.0435, -10.2930, 4.1122)
H (-2.7799, -4.0317, -2.0135)
N (10.1781, 5.5988, 2.4681)
H (3.9890, 6.3421, -0.2499)
C (-3.6145, 6.6162, 4.6677)
H (3.7128, 5.2780, -4.8022)
N (2.7237, 0.9179, -5.6753)
H (-4.0791, -3.1552, 2.1497)
C (-5.7598, -4.4620, -3.4146)
C (1.9692, 1.8496, -4.8344)
O (5.7546, -5.8129, 0.8291)
C (-2.4419, 4.3607, -4.3025)
H (-0.9308, 4.8784, -5.6720)
H (-1.9251, -5.4619, -0.7443)
H (6.7913, 4.1462, 0.3489)
H (4.1896, -0.9233, 3.1162)
H (3.5018, 7.5061, -5.5024)
H (2.5146, 2.1069, -3.9264)
C (0.6586, 1.1669, -4.6111)
H (-6.0428, -8.7111, 6.8529)
C (-1.5820, 4.8763, -3.0971)
H (4.5985, -1.9878, 1.9001)
O (-1.7472, 5.3252, 3.6892)
C (4.5231, 5.3760, -2.7226)
O (-7.5246, 7.5219, 6.2159)
C (-3.6728, -9.3746, 2.8382)
H (-4.4270, -6.4400, 4.3699)
C (6.5615, 4.2333, 1.4108)
C (-5.8127, 5.8967, 5.6205)
O (1.8278, -4.0250, -0.5319)
H (4.0697, -0.0221, -7.7043)
C (-0.4189, -0.7457, -3.5892)

2.
Molecular formula: C78H65F13
Method: DFT, wB97M-V/def2-TZVPD

The highest occupied orbital energy is -0.3305 Ha. Its charge is 0. As for the LUMO energy: 0.651 eV. The gap between HOMO and LUMO comes out at 0.3544 hartree. The strongest force on any atom is 2.1 eV Å⁻¹. Its energy relative to the best compared isomer or geometry (same formula, charge and spin) is 0.490 eV. Its energy is -4309.4743 hartree.

Cartesian coordinates (Å):
C (26.5921, 17.8274, -36.9508)
C (17.8822, 12.1635, -37.5251)
C (20.5620, 18.3254, -32.6734)
C (17.6014, 16.4875, -35.8585)
H (24.2255, 17.5548, -41.7394)
H (19.2736, 23.4285, -43.7943)
C (18.9580, 12.9502, -37.9314)
F (17.0532, 19.2838, -33.7092)
C (23.2067, 20.2597, -37.3690)
C (22.7506, 11.5681, -37.2948)
H (23.9802, 16.3275, -38.4723)
C (21.3729, 21.1408, -36.1568)
H (26.2164, 17.2655, -38.9762)
H (26.7399, 18.2279, -34.8305)
H (21.8245, 15.9763, -40.7577)
F (23.2894, 16.5005, -44.4762)
H (21.6087, 15.0549, -38.4013)
C (18.2223, 10.7144, -39.3969)
C (23.7822, 12.6936, -34.9630)
C (26.2853, 17.5917, -46.1001)
C (22.9154, 22.6220, -42.9416)
C (18.0197, 12.0446, -32.7562)
H (22.4168, 20.5799, -42.8835)
F (20.9187, 18.2574, -41.4614)
H (19.6691, 14.7018, -48.6095)
H (22.8140, 19.7718, -35.3541)
C (20.7452, 16.8074, -37.6425)
H (28.2503, 16.3668, -41.1738)
C (17.0060, 18.0245, -34.2018)
H (20.3205, 19.7192, -50.3950)
H (19.9376, 19.5128, -39.4556)
C (25.2035, 19.4959, -45.0370)
H (19.8134, 21.1997, -46.4205)
F (21.1348, 19.4506, -45.3285)
H (20.5905, 11.9911, -35.5606)
H (27.0803, 19.5852, -46.1104)
F (16.5559, 10.2614, -37.8010)
C (19.8563, 17.5814, -30.5702)
F (20.7134, 11.6245, -45.6389)
C (25.2713, 16.7655, -45.6901)
H (19.8306, 11.2839, -40.7113)
H (22.3553, 9.8506, -36.0501)
C (19.2487, 10.7941, -34.3395)
H (20.4735, 15.9476, -44.6135)
C (20.9730, 19.4768, -46.6553)
C (19.2606, 11.5278, -39.8291)
C (21.6058, 21.6038, -38.4763)
H (19.5316, 17.7641, -29.5515)
H (19.8749, 18.6754, -37.1411)
H (27.1226, 17.2166, -46.6721)
C (21.5206, 18.5118, -47.4656)
C (26.1376, 17.8445, -35.6511)
H (20.7289, 14.9823, -32.5297)
H (25.2439, 15.7170, -45.9655)
C (25.2558, 17.8812, -41.6233)
F (23.3249, 13.5595, -38.4068)
H (19.4291, 9.8732, -34.8817)
C (19.9583, 20.5408, -48.4823)
C (24.1096, 16.8301, -36.3798)
H (18.1561, 14.1753, -32.8534)
F (25.7829, 15.6354, -41.5398)
C (22.4755, 20.3478, -36.2082)
C (26.2057, 16.8837, -41.4893)
C (26.2799, 18.9481, -45.7462)
H (17.4416, 12.4149, -36.5641)
H (27.2531, 20.5376, -41.2816)
C (22.5430, 23.9429, -43.1753)
C (25.6443, 19.1935, -41.5788)
C (18.4743, 13.2450, -33.2994)
H (21.0148, 16.9001, -34.1645)
H (15.5162, 15.0943, -33.5543)
H (20.1121, 19.6561, -31.1130)
C (20.2444, 20.5168, -47.1436)
C (20.5165, 19.6140, -49.3375)
C (19.3852, 13.1562, -34.3124)
C (19.9427, 15.4340, -46.6095)
C (22.0309, 21.5801, -43.0541)
H (17.3058, 12.0800, -31.9392)
H (25.1869, 20.5540, -44.7940)
C (24.9416, 17.2965, -35.3811)
F (24.2061, 22.3406, -42.5930)
H (24.1877, 13.1382, -34.0680)
C (17.5538, 11.0588, -38.2433)
H (17.8098, 9.9282, -33.0472)
C (23.3230, 11.4059, -34.9602)
H (21.7795, 17.9214, -49.5030)
C (24.5869, 16.7501, -37.6814)
H (20.9483, 25.2100, -43.7545)
C (20.4235, 15.1350, -45.3314)
C (20.6999, 17.0452, -33.1361)
H (19.6945, 16.4494, -46.9105)
C (19.8704, 11.9602, -34.7553)
C (20.2205, 13.1714, -47.2385)
H (18.1032, 16.1955, -36.7767)
C (25.8213, 17.2852, -37.9660)
C (22.7243, 20.8382, -38.5109)
C (16.1829, 15.8210, -34.0147)
H (23.2779, 20.6965, -39.4334)
C (20.1278, 18.6214, -31.4281)
F (19.8402, 14.2906, -34.9200)
C (16.2939, 17.0796, -33.4871)
C (23.3150, 12.8337, -37.2886)
C (20.7059, 21.8467, -43.3388)
C (20.5265, 16.0065, -32.2442)
H (20.0295, 15.4559, -30.2499)
C (20.3120, 18.5218, -39.2249)
C (27.9111, 18.4845, -41.2607)
H (19.3668, 21.3528, -48.8917)
C (23.7701, 13.4195, -36.1321)
C (21.2224, 24.1946, -43.4931)
H (27.5513, 18.2606, -37.1941)
H (20.7877, 21.2417, -35.2452)
C (20.2958, 23.1654, -43.5453)
H (21.2341, 22.0772, -39.3776)
H (24.2406, 14.3913, -36.1959)
H (19.1826, 13.8803, -37.4196)
F (24.5053, 17.2523, -34.1017)
F (20.8981, 19.3590, -33.4849)
H (20.0638, 20.9748, -43.3922)
H (23.2937, 24.7231, -43.1326)
C (21.2772, 18.6094, -48.8285)
C (20.9261, 21.7340, -37.2953)
C (20.1002, 16.2719, -30.9610)
H (22.3216, 11.2196, -38.2340)
C (17.6120, 17.7837, -35.3991)
C (20.6348, 13.8148, -44.9801)
C (26.9858, 19.5015, -41.4534)
C (21.3010, 16.4931, -39.9558)
C (20.8235, 17.7488, -40.2004)
H (21.9764, 17.6176, -47.0564)
H (20.1912, 12.3842, -47.9828)
C (20.2782, 18.0618, -37.9353)
H (24.9501, 20.0108, -41.7483)
C (27.5313, 17.1635, -41.3295)
H (17.9158, 9.7836, -39.8682)
C (22.8159, 10.8296, -36.1115)
H (20.7265, 16.3575, -36.6558)
H (28.9512, 18.7662, -41.1350)
H (15.8042, 17.3982, -32.5785)
C (18.3285, 10.8351, -33.3339)
C (19.9496, 14.4722, -47.5914)
C (24.1846, 18.6631, -44.6034)
H (23.2862, 10.8526, -34.0270)
C (20.4816, 12.8799, -45.9332)
H (18.1515, 18.5593, -35.9186)
C (24.2610, 17.3072, -44.9201)
C (21.2150, 16.0293, -38.6667)
H (23.3845, 18.9925, -43.9562)
H (16.8513, 14.4856, -35.5703)
H (20.4890, 13.2073, -39.4320)
C (16.8607, 15.4996, -35.1879)
H (20.8252, 13.5546, -43.9478)
H (23.0855, 16.6041, -36.0973)
H (24.1506, 19.7274, -37.3912)
C (19.6216, 12.6406, -39.1049)
F (19.7876, 22.4332, -37.2587)

Q: Which value of energy does entry 1 give?
A: -5036.3827 hartree

Q: Which of these has the lowest strongest force on any atom?
A: C78H65F13